[1]
Formula: C3H15N2O3
Source: the Open Molecules 2025 dataset
Level of theory: the ωB97M-V functional and the def2-TZVPD basis

ORCA input file:
```
! wB97M-V def2-TZVPD RIJCOSX def2/J DEFGRID3
* xyz 1 1
O 1.31 2.00 1.17
H 0.70 2.95 -0.48
H 2.79 -1.93 1.93
H -1.31 -0.94 -2.29
H 0.15 0.80 -2.49
H -1.97 -3.16 1.74
N 0.03 -0.40 0.16
H -0.99 1.89 -2.08
H -1.10 1.26 0.36
N -1.77 -0.10 -1.96
H 2.23 1.75 1.23
C -0.26 1.06 -0.32
O 2.04 -1.74 1.36
H 2.24 -2.39 0.66
H -2.58 -2.21 0.75
H -2.50 0.12 -2.62
C -0.68 0.88 -1.76
O -1.73 -2.43 1.16
H 1.77 1.63 -0.92
H -0.86 -0.89 0.06
C 0.94 1.92 -0.22
H 0.80 -0.84 -0.34
H 0.27 -0.41 1.15
*
```

Summary:
**M**: 127.16 g/mol
**Relative energy (zero: lowest compared OMol25 entry of this formula, charge and spin)**: 117.4 kJ/mol
**HOMO-LUMO gap**: 10.972 eV

***

[2]
Formula: C3H15N3O2
Source: the Open Molecules 2025 dataset
Level of theory: the ωB97M-V functional and the def2-TZVPD basis

ORCA input file:
```
! wB97M-V def2-TZVPD RIJCOSX def2/J DEFGRID3
* xyz 0 1
H 0.21 1.17 0.90
N 0.01 0.11 -0.94
O 0.94 -1.97 -2.76
C 0.87 -0.86 1.16
H -1.19 1.62 -3.21
H -0.58 -2.28 0.80
C -1.06 1.00 -1.22
N -0.87 2.00 -2.33
H 1.42 -1.20 -3.05
H 0.13 2.17 -2.49
H 1.74 -1.42 0.77
H -1.18 -1.00 1.64
H 1.29 -0.58 2.15
H -1.93 0.36 -1.60
O -0.35 1.20 4.23
N -0.36 -1.56 1.47
C 0.76 0.38 0.29
H 1.66 0.98 0.18
H -1.26 1.17 3.90
H 1.42 -2.78 -2.63
H 0.00 0.37 3.88
H 0.20 -0.78 -1.36
H -1.33 1.69 -0.38
*
```

Summary:
**M**: 125.17 g/mol
**Relative energy (zero: lowest compared OMol25 entry of this formula, charge and spin)**: 105.6 kJ/mol
**SMILES**: NCCNCN.O.O
**HOMO-LUMO gap**: 8.758 eV

***

[3]
Formula: C3H15N6PS
Source: the Open Molecules 2025 dataset
Level of theory: the ωB97M-V functional and the def2-TZVPD basis

ORCA input file:
```
! wB97M-V def2-TZVPD RIJCOSX def2/J DEFGRID3
* xyz 0 1
H -3.35 1.08 0.63
H 0.77 -2.15 2.07
N 2.25 1.93 0.42
H -0.91 1.80 -1.92
H -0.81 -1.70 -0.97
H -2.62 1.48 -2.30
H -0.91 -2.34 2.62
H -1.50 -2.77 0.06
S -0.41 1.66 1.90
H 3.76 -0.08 -0.45
H 2.52 -0.61 0.71
C -1.90 1.66 -1.49
H 2.36 1.62 1.39
H -3.74 -0.12 -0.46
P -0.43 0.42 0.38
H -0.08 -0.79 2.86
N 2.03 1.04 -0.52
N -0.72 -1.16 0.93
N -3.01 0.25 0.14
H -2.19 2.58 -0.96
H 1.70 2.78 0.32
N -1.85 0.51 -0.62
C -0.19 -1.64 2.19
C 2.68 -0.21 -0.30
H 2.32 -0.92 -1.04
N -0.68 -2.18 -0.08
*
```

Summary:
**M**: 198.24 g/mol
**HOMO-LUMO gap (spin up / spin down)**: 6.588 / 7.746 eV

***

[4]
Formula: C3H15NO3
Source: the Open Molecules 2025 dataset
Level of theory: the ωB97M-V functional and the def2-TZVPD basis

ORCA input file:
```
! wB97M-V def2-TZVPD RIJCOSX def2/J DEFGRID3
* xyz 0 1
H -1.67 -0.74 2.15
O -0.23 2.46 1.87
H 0.43 3.26 -1.93
H 0.92 0.56 -3.30
H 0.66 -2.74 1.00
H -1.18 -1.01 -1.23
N -0.24 -1.29 -0.93
H 0.58 1.91 -1.48
H 0.93 -1.63 2.24
H 0.93 -0.19 -2.07
H -1.90 -1.94 0.85
H 0.01 2.53 0.93
H -0.31 -2.29 -0.99
H -2.17 -0.18 0.59
O 0.46 2.79 -1.09
C -0.15 -0.86 0.49
C 0.88 -1.73 1.16
H 1.86 -1.55 0.72
H 0.04 3.30 2.25
O 1.57 0.08 -2.76
C -1.57 -0.94 1.09
H 0.16 0.18 0.44
*
```

Summary:
**M**: 113.16 g/mol
**Relative energy (zero: lowest compared OMol25 entry of this formula, charge and spin)**: 64.4 kJ/mol
**SMILES**: CC(C)N.O.O.O
**HOMO-LUMO gap**: 10.550 eV

***

[5]
Formula: C3H15NO3
Source: the Open Molecules 2025 dataset
Level of theory: the ωB97M-V functional and the def2-TZVPD basis

ORCA input file:
```
! wB97M-V def2-TZVPD RIJCOSX def2/J DEFGRID3
* xyz 0 1
H -0.51 -1.09 -2.38
H -0.05 3.26 -0.35
H 0.36 -0.05 1.30
O -1.43 1.63 -0.41
H -2.38 -2.59 0.43
H 3.50 2.16 1.40
H -0.74 -1.36 1.97
H 0.71 -0.16 -1.31
C -1.75 -2.41 -0.44
H 0.82 -1.92 -1.65
H -1.05 -3.40 -0.57
H 0.72 3.87 -1.52
O 0.78 3.74 -0.57
H -1.19 0.68 -0.64
C 0.10 -1.09 -1.41
H -2.00 1.56 0.39
H 0.82 -1.75 1.29
N -0.81 -1.31 -0.24
O 3.43 1.51 2.16
C -0.07 -1.06 1.09
H 3.10 2.16 2.80
H -2.37 -2.38 -1.34
*
```

Summary:
**M**: 113.16 g/mol
**Relative energy (zero: lowest compared OMol25 entry of this formula, charge and spin)**: 199.8 kJ/mol
**SMILES**: CN(C)C.O.O.O
**HOMO-LUMO gap**: 9.385 eV

***

[6]
Formula: C3H15NO3S
Source: the Open Molecules 2025 dataset
Level of theory: the ωB97M-V functional and the def2-TZVPD basis

ORCA input file:
```
! wB97M-V def2-TZVPD RIJCOSX def2/J DEFGRID3
* xyz 0 1
H 0.01 0.03 0.87
H 2.57 0.23 0.30
S 0.79 2.69 -0.31
H -3.12 -0.89 1.16
H -0.25 -1.34 -1.51
O 1.94 0.42 2.01
H 1.09 -1.00 -2.27
C -0.30 1.31 -0.82
H -1.13 1.75 -1.30
H 1.57 1.24 2.37
O 2.67 0.03 -0.63
N -1.66 -0.68 -0.38
H 0.33 0.90 -1.64
H -2.92 -2.41 0.10
H 1.89 1.93 -0.30
O 0.74 -1.43 -1.51
H 2.70 0.22 2.59
C -2.38 -1.55 0.56
H -2.33 -0.18 -0.95
H -1.54 0.95 0.95
H 1.94 -0.58 -0.80
C -0.93 0.37 0.26
H -1.68 -1.99 1.25
*
```

Summary:
**M**: 145.22 g/mol
**Relative energy (zero: lowest compared OMol25 entry of this formula, charge and spin)**: 65.9 kJ/mol
**SMILES**: CNCCS.O.O.O
**HOMO-LUMO gap**: 9.413 eV

***

[7]
Formula: C3H15NO3S
Source: the Open Molecules 2025 dataset
Level of theory: the ωB97M-V functional and the def2-TZVPD basis

ORCA input file:
```
! wB97M-V def2-TZVPD RIJCOSX def2/J DEFGRID3
* xyz 1 2
H -1.28 -1.84 0.14
H -2.20 -0.99 0.88
C 0.06 0.43 2.79
S 0.47 2.78 -1.95
H -1.02 0.22 2.92
H -1.35 1.47 0.84
H 1.40 0.76 1.26
H -0.61 -2.98 -2.71
H 0.56 -0.55 3.24
H 0.25 1.40 3.32
O 1.53 -2.35 -0.68
H 0.45 -2.07 -3.13
C -0.11 1.49 -0.86
H -1.20 1.33 -1.33
H 0.30 0.53 -1.24
O -0.50 -2.06 -3.01
H 1.78 2.62 -1.94
O -2.11 -1.34 -0.02
H -0.14 2.68 1.00
N 0.41 0.54 1.34
H 2.02 -2.10 -1.49
H 1.58 -1.63 -0.03
C -0.30 1.67 0.68
*
```

Summary:
**M**: 145.22 g/mol
**Relative energy (zero: lowest compared OMol25 entry of this formula, charge and spin)**: 135.3 kJ/mol
**<S²>**: 0.75
**HOMO-LUMO gap (spin up / spin down)**: 9.849 / 4.442 eV

***

[8]
Formula: C3H15NO4
Source: the Open Molecules 2025 dataset
Level of theory: the ωB97M-V functional and the def2-TZVPD basis

ORCA input file:
```
! wB97M-V def2-TZVPD RIJCOSX def2/J DEFGRID3
* xyz 0 1
O -0.15 0.28 -2.53
H 0.03 0.01 -0.16
O -1.66 -0.41 2.61
H -1.48 2.21 1.72
H 1.51 -0.71 -2.32
H -1.05 0.16 3.07
H 0.12 -1.84 -2.46
O -0.47 2.77 -0.98
H -1.80 2.55 0.32
H -0.19 1.85 -0.94
H 2.41 -0.65 0.07
N 1.52 -1.60 1.63
C 0.49 -0.92 -2.01
H -1.09 0.24 -2.66
H -2.09 0.28 2.07
C 1.68 -1.44 0.19
H 2.07 -2.38 -0.23
O -2.19 2.07 1.07
H -0.47 -1.63 -0.21
C 0.37 -0.97 -0.47
H -0.23 2.97 -1.89
H 0.58 -1.85 1.89
H 2.07 -1.01 2.21
*
```

Summary:
**M**: 129.16 g/mol
**Relative energy (zero: lowest compared OMol25 entry of this formula, charge and spin)**: 112.1 kJ/mol
**SMILES**: NCCCO.O.O.O
**HOMO-LUMO gap**: 9.361 eV

***

[9]
Formula: C3H15O5
Source: the Open Molecules 2025 dataset
Level of theory: the ωB97M-V functional and the def2-TZVPD basis

ORCA input file:
```
! wB97M-V def2-TZVPD RIJCOSX def2/J DEFGRID3
* xyz -1 1
H -0.24 -0.71 1.85
H 0.27 -3.42 -0.72
H 0.95 -0.25 -2.96
O 0.19 -1.52 2.38
H -1.90 -0.26 1.04
H 1.24 2.82 -1.97
H 0.40 2.66 -0.50
H -0.87 1.32 2.21
H 2.12 2.93 -0.38
O -1.09 0.11 0.83
H -0.41 1.00 -2.35
H 0.05 -2.36 1.83
O -0.66 -3.29 -0.73
C 1.31 2.40 -0.97
C 0.34 0.24 -2.01
H -0.68 -2.38 -1.11
H -0.72 2.56 1.44
O -0.21 -0.76 -1.29
H 2.41 0.54 -1.48
H -0.73 -0.34 -0.24
C 1.45 0.88 -1.19
O -0.95 2.26 2.38
H 1.19 0.34 -0.21
*
```

Summary:
**M**: 131.15 g/mol
**Relative energy (zero: lowest compared OMol25 entry of this formula, charge and spin)**: 136.4 kJ/mol
**HOMO-LUMO gap**: 9.126 eV

***

[10]
Formula: C3H16BKN6O3
Source: the Open Molecules 2025 dataset
Level of theory: the ωB97M-V functional and the def2-TZVPD basis

ORCA input file:
```
! wB97M-V def2-TZVPD RIJCOSX def2/J DEFGRID3
* xyz 0 1
H -7.74 -16.45 4.04
C -6.54 -15.31 2.73
H -4.53 -15.23 3.09
B -6.12 -9.34 -0.84
H -6.32 -9.06 -1.97
H -4.96 -9.29 -0.58
H -5.52 -15.66 4.41
H -8.20 -9.96 0.31
H -9.29 -8.75 0.60
C -7.91 -12.00 4.73
H -9.00 -13.58 4.10
K -6.38 -11.98 1.25
O -6.97 -12.10 3.97
N -10.55 -9.85 2.43
H -11.22 -10.38 2.95
N -8.97 -12.84 4.78
H -10.53 -8.85 2.37
H -6.65 -10.34 -0.51
H -8.39 -15.94 2.48
O -9.26 -11.64 1.79
N -5.40 -15.64 3.41
N -8.02 -10.94 5.60
N -7.67 -15.93 3.19
H -9.67 -12.71 5.48
H -7.41 -10.16 5.46
N -8.86 -9.58 0.98
O -6.53 -14.81 1.61
H -6.66 -8.54 -0.16
H -8.87 -10.82 6.12
C -9.58 -10.46 1.71
*
```

Summary:
**M**: 234.11 g/mol
**Relative energy (zero: lowest compared OMol25 entry of this formula, charge and spin)**: 0.0 kJ/mol
**HOMO-LUMO gap**: 7.794 eV

***

[11]
Formula: C3H16N2O3
Source: the Open Molecules 2025 dataset
Level of theory: the ωB97M-V functional and the def2-TZVPD basis

ORCA input file:
```
! wB97M-V def2-TZVPD RIJCOSX def2/J DEFGRID3
* xyz 0 1
C 0.50 1.14 0.47
N 1.79 0.96 1.10
O 3.39 -0.15 -1.66
H -1.17 2.42 1.28
O -0.22 -0.24 -2.83
N -1.78 0.40 0.96
C -0.68 1.28 1.39
H -2.75 -1.29 2.17
H -1.54 -0.40 0.42
C -2.58 -0.12 2.14
H -0.02 -0.31 -3.74
H -0.39 0.89 2.33
O 0.28 -2.44 -1.42
H 0.07 -2.99 -2.15
H 3.18 0.25 -0.77
H 2.45 1.34 0.62
H 2.79 -0.82 -1.88
H 0.08 -1.48 -1.62
H 1.85 0.09 1.52
H -3.50 0.37 2.23
H -1.11 -0.63 -2.92
H 0.87 1.81 -0.32
H 0.38 0.13 -0.20
H -1.90 -0.21 2.88
*
```

Summary:
**M**: 128.17 g/mol
**Relative energy (zero: lowest compared OMol25 entry of this formula, charge and spin)**: 382.3 kJ/mol
**SMILES**: CNCCN.O.O.O
**HOMO-LUMO gap**: 8.889 eV